[1]
A 19-piece molecular cluster, H36O22P overall in a non-equilibrium geometry. Source: the OMol25 dataset; level of theory: ωB97M-V/def2-TZVPD.

The value obtained for the energy above the lowest of the compared OMol25 structures with the same formula, charge and spin is 4.168 eV. Its maximum force is 0.122 hartree/bohr. The calculation puts the orbital gap at 8.27 eV. The value obtained for the HOMO energy is -0.0355 Ha. The molar mass comes out at 419.2 g mol⁻¹. Its net charge is -3.

```
59
Properties=species:S:1:pos:R:3:nbo_charge:R:1
P 0.0391 -0.2894 -0.1203 2.71
O 1.1961 0.1795 0.5879 -1.22
O -1.2886 0.0876 0.6366 -1.22
O -0.0067 -1.6974 -0.4661 -1.20
O 0.0976 0.5267 -1.3756 -1.26
O 3.4042 -1.0343 -1.4925 -1.03
H 3.2405 -1.4044 -0.5993 0.50
H 2.7817 -0.3068 -1.5678 0.49
O 3.5108 1.4175 0.5474 -1.00
H 3.6776 1.4987 -0.4046 0.48
H 2.6676 0.9392 0.5905 0.48
O 0.7262 -0.7836 -3.5921 -0.97
H 1.6781 -0.7003 -3.4915 0.45
H 0.4049 -0.4676 -2.7592 0.50
O 2.6076 -1.7552 1.0386 -1.00
H 2.1012 -0.9224 0.9036 0.48
H 1.8758 -2.3491 1.1271 0.47
O 0.9012 2.8013 0.8562 -1.00
H 1.0535 1.9071 0.5074 0.50
H 1.7613 3.1978 0.9239 0.48
O 1.6730 -3.3016 -1.5163 -1.04
H 1.0137 -2.6404 -1.1523 0.49
H 2.4602 -2.7379 -1.7879 0.48
O -0.9510 1.4977 2.7378 -1.04
H -0.0887 1.8092 2.7695 0.49
H -1.1484 0.9092 1.9606 0.50
O 2.3908 1.3768 -2.1191 -1.00
H 2.3549 1.4114 -3.0688 0.47
H 1.4753 1.2224 -1.8300 0.51
O -2.0647 1.1061 -2.3579 -1.03
H -2.7172 1.1768 -1.6221 0.48
H -1.2346 0.7723 -1.9469 0.48
O -3.9153 0.2966 2.7170 -0.99
H -3.1405 -0.2658 2.7868 0.51
H -3.6996 1.2065 2.7153 0.46
O 0.0567 -3.6416 1.0797 -0.97
H 0.0528 -2.8677 0.5654 0.48
H -0.0509 -3.1491 1.9116 0.45
O -2.9916 -1.6021 -0.1710 -1.03
H -2.6344 -2.1750 -0.8533 0.49
H -2.3116 -0.9656 0.1302 0.48
O -1.6688 3.7269 0.2813 -1.02
H -2.1001 2.8596 0.1348 0.49
H -0.8875 3.4224 0.8058 0.49
O -3.2511 1.4712 0.1740 -1.01
H -2.4063 0.9700 0.2988 0.50
H -3.7082 1.4369 0.9950 0.47
O 1.7552 0.5929 2.9009 -1.02
H 1.4582 0.4229 1.9625 0.49
H 1.1429 0.1247 3.4644 0.46
O -1.3316 -3.0845 -1.8582 -1.04
H -0.6630 -3.7213 -2.1922 0.47
H -0.7560 -2.4610 -1.2936 0.49
O 0.2473 3.0582 -1.9783 -1.00
H 0.1959 3.2711 -1.0769 0.47
H 0.1265 2.0759 -1.8871 0.48
O -1.5878 -1.3717 2.5232 -1.01
H -1.9674 -2.1977 2.2349 0.47
H -1.5565 -0.8792 1.7124 0.49
```


[2]
A 3-piece molecular cluster, C3H12N2O overall in a non-equilibrium geometry. Source: the OMol25 dataset; level of theory: ωB97M-V/def2-TZVPD.

Its SMILES is C=C.NCO.N. The value obtained for the energy above the lowest of the compared OMol25 structures with the same formula, charge and spin is 1.330 eV. Its maximum force is 0.024 hartree/bohr. The calculation puts the orbital gap at 10.21 eV. The value obtained for the HOMO energy is -0.3391 Ha. The molar mass comes out at 92.1 g mol⁻¹. Its net charge is 0.

```
18
Properties=species:S:1:pos:R:3:nbo_charge:R:1
C -2.3162 -0.9428 0.7689 -0.38
C -2.8204 0.2623 1.0247 -0.38
H -1.9028 -1.2489 -0.1825 0.18
H -2.2851 -1.6825 1.5566 0.19
H -3.0184 0.9951 0.2582 0.20
H -3.0990 0.4158 2.0580 0.19
N 1.0743 1.3706 1.2816 -0.86
C 1.9481 0.9636 0.2059 0.10
O 1.7154 -0.3786 -0.1323 -0.73
H 1.3144 0.7544 2.0556 0.36
H 1.0782 2.3243 1.5965 0.37
H 1.8044 1.5778 -0.6890 0.15
H 3.0161 1.0587 0.4372 0.14
H 0.8707 -0.4143 -0.5821 0.48
N -0.0126 -1.1099 -2.5851 -1.07
H -0.1504 -1.8205 -1.8854 0.35
H 0.9721 -1.2673 -2.8317 0.36
H -0.4734 -1.4410 -3.4367 0.36
```


[3]
C27H47AsBIrN2O3P2S as an isolated structure. Source: the OMol25 dataset; level of theory: ωB97M-V/def2-TZVPD.

The value obtained for the energy above the lowest of the compared OMol25 structures with the same formula, charge and spin is 0.000 eV. Its maximum force is 0.006 hartree/bohr. The calculation puts the orbital gap at 7.36 eV. The value obtained for the HOMO energy is -0.4576 Ha. The molar mass comes out at 819.7 g mol⁻¹. Its net charge is +2.

```
85
Properties=species:S:1:pos:R:3:mulliken_charge:R:1
Ir 0.4433 2.0427 -0.4827 3.14
C 1.3483 0.2087 3.5223 -1.00
C 1.6475 0.9293 2.2487 0.67
O 0.7124 1.2120 1.4786 -1.06
N 2.9203 1.2388 1.9842 0.00
C 3.3539 1.9438 0.7866 -1.80
C 3.3582 1.0667 -0.4413 0.97
C 4.5007 0.3815 -0.8191 -0.86
C 4.4696 -0.4289 -1.9420 -0.57
C 3.2865 -0.5285 -2.6553 -1.18
C 2.1849 0.1800 -2.2187 -0.06
N 2.2120 0.9668 -1.1348 -0.17
H 0.5239 0.7101 4.0265 0.23
H 2.2067 0.1495 4.1877 0.56
H 1.0115 -0.7995 3.2684 -0.09
H 3.6127 1.0005 2.6751 0.31
H 4.3592 2.3159 0.9727 0.73
H 2.7089 2.8138 0.6247 0.03
H 5.4075 0.4916 -0.2396 0.56
H 5.3537 -0.9672 -2.2557 0.46
H 3.2121 -1.1428 -3.5411 0.53
H 1.2375 0.1217 -2.7364 0.52
C -1.0919 3.8965 1.9640 -1.45
P -1.2450 3.3779 0.2374 0.81
C -2.9916 2.9177 0.0859 -1.43
C -1.1604 4.9085 -0.7690 -1.08
C -0.9965 4.5006 -2.2347 -0.87
P 0.3734 3.2945 -2.3428 0.80
C 1.8737 4.3274 -2.3125 -1.48
C 0.3577 2.7065 -4.0564 -1.30
H -1.8495 4.6401 2.2129 0.51
H -0.1028 4.3165 2.1465 0.39
H -1.2240 3.0230 2.6029 0.28
H -3.6066 3.7581 0.4107 0.63
H -3.1988 2.0467 0.7009 0.22
H -3.2321 2.6728 -0.9479 0.36
H -0.3003 5.4932 -0.4327 0.41
H -2.0508 5.5200 -0.6161 0.61
H -0.7962 5.3565 -2.8817 0.66
H -1.9017 4.0130 -2.6074 0.38
H 1.8595 5.0488 -3.1308 0.50
H 2.7551 3.6934 -2.4193 0.37
H 1.9477 4.8688 -1.3690 0.40
H 0.4355 3.5675 -4.7218 0.54
H -0.5568 2.1621 -4.2785 0.35
H 1.2114 2.0532 -4.2373 0.36
C 1.5487 -4.9434 2.1109 -1.97
C 0.4285 -4.3326 2.9532 1.68
C -0.6632 -5.3942 3.1473 -1.70
C 1.0108 -3.9439 4.3196 -1.66
C -0.1790 -3.0929 2.2927 0.18
C -1.2263 -2.4193 2.9286 -0.30
C -1.8272 -1.2788 2.3973 -2.13
C -1.3523 -0.8262 1.1865 0.67
O -1.7761 0.2401 0.4412 -0.18
B -0.8875 0.3181 -0.6962 -0.77
O -0.0590 -0.8704 -0.6583 -0.95
C -0.3262 -1.4870 0.5375 0.36
C 0.2846 -2.6050 1.0637 -0.15
H 1.9482 -5.8197 2.6216 0.44
H 2.3758 -4.2446 1.9644 0.38
H 1.1895 -5.2701 1.1328 0.35
H -0.2394 -6.2844 3.6140 0.48
H -1.0956 -5.6869 2.1887 0.38
H -1.4696 -5.0364 3.7876 0.32
H 1.4333 -4.8213 4.8111 0.50
H 0.2509 -3.5265 4.9813 0.32
H 1.8097 -3.2066 4.2065 0.30
H -1.5927 -2.7922 3.8759 0.48
H -2.6359 -0.7766 2.9122 0.55
H 1.0861 -3.0884 0.5228 0.65
C -3.8019 -1.8152 -0.9979 -0.69
As -2.8009 -1.3506 -2.5626 0.80
C -4.0099 -1.1989 -4.0401 -1.04
C -1.5612 -2.7668 -2.9219 -0.94
S -1.7722 0.5572 -2.3928 -0.35
H -4.4402 -2.6615 -1.2518 0.53
H -4.4055 -0.9643 -0.6912 0.35
H -3.1179 -2.0897 -0.1979 -0.04
H -4.5061 -2.1576 -4.1837 0.44
H -3.4515 -0.9344 -4.9356 0.39
H -4.7465 -0.4287 -3.8217 0.39
H -2.1049 -3.7094 -2.9739 0.49
H -0.8329 -2.7904 -2.1144 0.17
H -1.0648 -2.5704 -3.8700 0.37
```